*w*
The following is a quantum chemistry calculation of a 21-piece molecular cluster, H43O21 overall, from OMol25.

Output
E_HOMO (eV): -13.05
Orbital gap (eV): 10.189

ORCA input file:
```
! RIJCOSX wB97M-V def2-TZVPD def2/J DEFGRID3
* xyz 1 1
H 5.532 0.384 -0.971
H 1.609 0.478 3.202
H 1.730 -2.308 -4.009
H 0.082 -2.705 -0.223
H 0.796 3.231 -2.159
H -0.344 -2.105 -1.410
O 0.213 -4.645 1.319
O -2.992 3.182 1.632
O -3.280 0.203 -1.659
H 1.730 0.428 4.781
O 2.041 -1.646 -3.353
O 1.449 2.385 0.894
H -3.305 0.154 -2.696
H 0.815 2.857 1.264
H -1.682 -1.549 -2.390
O -1.640 2.395 -3.615
H -0.341 -5.433 1.271
O -1.485 0.507 3.169
H 0.182 2.204 -4.930
H 0.779 0.846 -5.233
H -2.296 2.401 -4.339
H 3.100 2.527 2.718
O -1.193 -1.819 3.173
H -2.308 3.627 1.228
O 1.320 -0.177 4.060
H 1.062 -4.693 0.815
H -1.921 0.823 2.346
O -3.097 0.757 1.052
H 0.654 0.465 1.388
H -2.071 -3.470 -1.102
O 0.630 -0.202 1.882
H 1.929 2.781 0.119
O 1.988 -3.147 2.099
H -0.525 0.187 2.558
H 2.190 -2.368 2.758
O -0.227 -1.842 -0.489
H 2.477 2.468 4.315
H -3.176 0.082 0.229
H -3.820 1.397 1.028
H -2.534 -4.843 -0.324
O 3.017 1.946 3.415
H 1.564 0.557 -1.405
O -1.936 -4.036 -0.227
O 0.772 1.714 -5.364
O -2.131 -2.214 -2.723
O 2.202 0.847 -0.930
H 1.770 1.623 -0.517
H -3.123 3.548 2.597
H 4.853 -0.039 0.355
O 0.760 3.454 -3.034
O -0.835 1.487 0.090
H -0.852 0.508 0.259
H -0.498 -1.527 3.751
H -1.959 -0.487 3.264
H -1.505 1.479 -0.626
H 1.067 -3.235 2.385
H 1.695 3.703 -3.100
H -2.543 -2.137 -3.583
H -0.951 -2.521 2.558
H 2.899 -1.489 -3.692
H -3.763 1.152 -1.592
O 5.459 -0.271 -0.317
H 1.136 -1.118 1.532
H -1.169 3.238 -3.493
*
```



*x*
The following is a quantum chemistry calculation of H43O21 as an isolated structure, from OMol25.

Output
E_HOMO (eV): -13.33
Orbital gap (eV): 10.885

ORCA input file:
```
! RIJCOSX wB97M-V def2-TZVPD def2/J DEFGRID3
* xyz 1 1
O -0.545 2.169 -3.686
O 2.771 -2.413 -3.155
H 0.277 0.405 0.034
O -1.405 3.030 3.404
H 1.729 -2.129 1.541
H -2.410 2.358 2.112
H 3.130 -0.440 -0.688
O -2.425 -3.232 0.059
H -1.061 4.764 -2.293
H 1.767 2.434 1.156
H -2.844 -0.579 -0.316
O -2.866 2.047 1.324
H -2.695 -2.470 0.677
H -3.276 -3.531 -0.134
O 3.778 1.278 -1.194
H 0.264 -4.628 -2.791
H 1.286 -0.927 4.893
O 3.507 -0.551 3.123
H 1.797 2.929 -0.118
H 4.425 -0.402 3.180
O 2.439 -2.636 1.154
H -5.045 -2.083 -0.241
H -2.074 0.932 -0.760
O -3.357 -1.498 2.720
H -3.097 2.829 0.850
H 4.823 1.361 -1.241
H -3.890 -1.462 3.542
O 0.453 -0.540 0.340
H -2.319 0.285 0.923
H 1.580 0.470 -2.030
H -0.088 4.014 -0.083
H 3.362 -1.525 3.628
O -2.232 -0.627 0.463
H 0.206 1.686 -3.252
O -0.815 4.110 -1.874
H -0.609 3.449 3.087
H -0.449 -1.027 0.174
O 2.139 0.222 -2.795
H -1.234 1.767 -3.130
H 0.310 -3.105 -2.252
O 2.116 2.151 0.382
H 3.595 1.412 -0.311
H -5.093 -1.880 1.337
O 0.281 4.219 0.794
H -2.100 -2.063 -3.053
H 2.501 1.108 -2.731
H 2.004 -2.950 -3.253
O 3.138 -1.450 -0.949
H -0.324 3.628 -2.324
O -4.598 -2.368 0.613
H 2.696 -1.456 -3.342
H -3.116 -0.675 2.575
O -1.570 -2.277 -2.296
H -2.082 -2.238 -1.362
H 0.699 5.079 0.650
H 0.368 0.166 4.673
H 3.070 -2.480 1.662
O 0.919 -3.873 -2.690
O 0.611 -0.578 4.214
H 2.759 -2.101 -0.410
H 3.017 -2.227 -1.925
H -1.765 2.810 4.250
O -1.357 1.145 -1.291
H -1.077 0.163 -1.566
*
```



Which of them is the least stable? Correct choice: *w*.